[1]
H24O12 | ωB97M-V/def2-TZVPD

The calculation puts the gap between HOMO and LUMO at 9.9 eV. As for the SMILES: O.O.O.O.O.O.O.O.O.O.O.O. The lowest unoccupied orbital energy comes out at -0.0164 Eh. Its net charge is 0. As for the HOMO energy: -0.3812 hartree.

XYZ file:
```
36
H24O12 (ωB97M-V/def2-TZVPD)
H 2.168 1.942 -1.044
H 0.139 2.429 0.949
O -0.338 2.761 0.181
H 4.531 0.194 -1.714
H -3.878 1.568 -1.642
H 3.058 -2.396 -1.254
H 2.319 2.771 3.942
O -0.416 -0.729 0.878
O -4.166 0.841 1.054
H 1.652 1.516 3.405
H -4.710 -1.819 -2.148
O -4.314 -0.943 -2.088
H 0.040 -0.571 1.712
O 2.139 2.346 -0.169
O -2.925 1.708 -1.632
H 3.683 -0.771 -0.902
O 2.590 -0.229 0.971
H 2.801 -3.860 -0.937
H 0.083 -5.399 1.677
O -0.142 -4.711 1.041
H -2.829 2.665 -1.583
H -0.162 0.712 -3.191
H 2.455 0.566 1.499
H -3.339 1.324 1.163
H 1.780 -0.306 0.453
H -1.241 -0.239 0.965
H -4.388 -0.714 -1.155
H -0.434 -0.398 -2.189
O 2.460 -3.124 -1.458
H -0.750 1.976 -0.197
H -4.570 0.868 1.928
O 1.453 2.383 3.774
H 0.054 -3.889 1.506
O -0.690 0.504 -2.412
O 3.985 -0.596 -1.800
H 1.904 1.618 0.417
```

---

[2]
C23H47NO2S2Si2V | ωB97M-V/def2-TZVPD

The calculation puts the gap between HOMO and LUMO (spin up / spin down) at 7.5 / 8.3 eV. As for the multiplicity: 3. As for the expectation value of S²: 2.067. The lowest unoccupied orbital energy (spin up / spin down) comes out at -0.1288 / -0.1022 Eh. Its net charge is +1. As for the HOMO energy (spin up / spin down): -0.4031 / -0.4071 hartree.

XYZ file:
```
78
C23H47NO2S2Si2V (ωB97M-V/def2-TZVPD)
H -0.484 1.587 7.172
C -3.171 -2.613 -4.172
H -3.470 -3.136 -3.256
H -3.711 -3.041 0.244
H 2.659 1.104 4.613
H 1.618 -3.497 0.409
H 4.413 3.186 1.183
H 2.171 -0.633 -3.095
H -0.036 -4.068 0.777
C 0.103 -2.624 -0.837
H -3.519 0.121 -3.988
N -0.133 0.109 2.960
H -2.770 1.060 -2.671
C 0.649 -3.766 -0.021
V 0.461 -0.371 1.150
H -1.068 -2.406 -3.716
C -0.739 1.782 6.131
H 0.889 -2.043 -1.334
H 0.587 -1.038 -3.800
H -2.336 -1.190 1.104
O -0.628 -1.590 0.004
H -2.945 -3.363 -4.934
H -1.610 3.732 6.456
C -2.753 -2.850 -0.249
H 1.677 3.519 -2.416
C 4.460 -0.513 2.751
H 2.706 2.574 -3.520
H -0.949 0.019 -1.489
C 2.891 1.859 3.849
C -0.445 0.823 5.168
C -0.727 1.055 3.806
C -1.350 2.974 5.715
C -1.613 3.213 4.353
C 1.353 -0.256 -3.723
H -3.977 -0.403 -0.988
C -1.861 -2.100 0.709
C -1.934 -1.770 -3.949
C -4.311 -0.318 -2.027
H 1.877 1.728 0.570
C 4.869 2.249 1.534
H -1.536 -2.732 1.551
O -2.060 -0.854 -2.838
H -0.625 -2.941 -1.589
H 3.642 2.542 4.274
H 2.651 2.167 -1.787
H 1.981 2.443 3.666
Si 3.578 1.080 2.278
H -1.281 1.333 -4.604
H -1.128 2.910 -3.797
C -1.287 2.267 3.383
C 2.048 2.509 -2.640
C 0.595 -0.831 3.644
H -0.002 2.463 -5.095
H -2.946 -2.277 -1.163
H 1.754 -0.076 -4.732
H -4.762 -1.262 -2.352
H -1.690 -1.191 -4.855
H -4.008 -2.012 -4.541
C -0.207 0.859 -1.337
H -2.076 4.153 4.054
C -0.561 2.074 -4.231
H 5.636 2.503 2.280
S 0.507 -0.655 5.366
H -2.334 -3.825 -0.519
H 4.625 -1.140 1.866
C -3.175 0.074 -2.940
H 2.587 0.138 0.122
Si 0.625 1.319 -2.984
H 0.816 -4.617 -0.689
H 5.373 1.777 0.679
H -5.083 0.456 -2.074
H -1.434 2.432 2.315
H -0.750 1.729 -0.943
S 1.490 -1.925 2.745
H 5.441 -0.258 3.180
H 3.902 -1.105 3.490
H 0.607 0.602 -0.637
C 2.246 0.764 0.983
```

---

[3]
C32H30BrFN2O2Pt | ωB97M-V/def2-TZVPD

The calculation puts the gap between HOMO and LUMO (spin up / spin down) at 7.2 / 3.6 eV. As for the multiplicity: 5. As for the expectation value of S²: 6.062. The lowest unoccupied orbital energy (spin up / spin down) comes out at -0.2249 / -0.3643 Eh. Its net charge is +2. As for the HOMO energy (spin up / spin down): -0.4894 / -0.4966 hartree.

XYZ file:
```
69
C32H30BrFN2O2Pt (ωB97M-V/def2-TZVPD)
H 4.227 1.752 -3.515
C -2.024 1.645 2.339
H -0.792 3.445 2.224
H 1.537 -2.136 0.567
C -3.088 -4.211 1.139
C 0.294 0.507 5.081
O 0.028 2.125 -1.800
C -2.851 -3.535 2.344
C -0.971 0.785 3.033
H -5.146 3.302 -4.115
C -1.153 1.846 -2.117
H -3.719 -5.090 1.130
H 2.495 -2.081 3.442
C -4.106 3.517 -3.905
H -1.854 -1.908 3.299
C -2.194 4.950 -4.003
H 4.213 -2.369 -2.298
H -3.724 1.613 -2.926
C -2.042 -2.435 2.373
H -4.153 5.447 -4.818
H -2.578 2.128 3.144
H -3.313 -3.884 3.258
C -0.674 1.154 4.338
Pt 0.116 0.211 -0.508
H 1.771 -1.028 5.086
C -1.384 4.010 -3.303
H -3.908 1.556 1.302
C 2.861 -0.118 -2.161
H -2.079 3.367 1.007
H 6.351 1.375 -4.736
C -0.274 -0.319 2.476
C -3.308 2.569 -3.224
C 5.872 -1.756 -3.520
H -2.673 -4.292 -0.985
H 1.799 -4.271 2.795
C -3.565 4.704 -4.297
H 0.498 0.812 6.100
H -1.229 1.969 4.789
C 5.877 0.560 -4.206
C -1.428 -1.942 1.178
C 4.689 -1.558 -2.836
C 2.265 -1.961 1.359
H -2.652 0.641 0.492
H 2.720 -0.975 1.243
C 1.026 -3.508 2.905
C 6.461 -0.701 -4.207
H -3.411 -0.003 1.961
C 1.000 -0.529 4.509
H 3.052 -2.708 1.224
C -1.343 2.778 1.560
H 7.383 -0.864 -4.749
C -1.710 -2.667 -0.026
H -0.625 2.380 0.849
N 1.868 -0.013 -1.602
C 4.098 -0.290 -2.847
H -0.347 4.218 -3.074
C 0.750 -0.971 3.214
H 0.577 -3.627 3.893
H 6.340 -2.732 -3.517
F -1.134 -2.275 -1.158
N -0.665 -0.845 1.199
C -1.951 2.832 -2.919
Br -1.443 6.535 -4.525
C -2.509 -3.772 -0.051
C 4.693 0.775 -3.526
H 0.262 -3.701 2.152
C 1.656 -2.115 2.747
C -3.049 0.904 1.473
O -1.712 0.779 -1.751
```